The following is a DFT calculation (ωB97M-V/def2-TZVPD) of a cluster of 11 separate species, C60H142BN10O26 in total at a distorted geometry.

XYZ file:
```
239
Properties=species:S:1:pos:R:3:forces:R:3
O 0.402129 24.262983 -52.165644 1.49 -2.10 3.52
C 0.695425 23.743781 -51.054973 -1.45 2.44 -3.47
O 1.506783 24.242886 -50.164918 0.93 1.65 0.32
B 1.464640 23.591878 -48.831576 -0.88 -1.43 -0.78
O 0.514054 22.464442 -49.168138 0.58 0.26 0.44
C 0.090876 22.531682 -50.407741 -2.74 -3.65 -0.63
O -0.690601 21.686750 -50.902817 2.20 2.59 0.86
O 0.901982 24.362987 -47.660895 -0.54 -0.21 -1.81
C 1.851835 24.610940 -46.842419 3.29 3.00 3.54
O 1.942433 25.469248 -45.919656 -1.03 -3.33 -3.25
C 3.145910 23.762084 -47.269680 -1.70 0.12 -0.54
O 2.822559 23.156057 -48.468225 -0.21 0.81 1.35
O 4.165012 23.689737 -46.673085 0.31 -0.27 -0.25
C 1.268143 28.297431 -44.512693 -0.03 0.06 -0.54
O 2.008017 28.635313 -43.381828 0.44 1.42 0.59
C 2.715994 29.901554 -43.490899 -1.30 -2.13 -0.50
C 3.194722 30.320758 -42.168340 -0.53 1.55 2.10
N 3.959614 29.435293 -41.279808 0.57 0.69 -0.44
C 4.504544 30.219018 -40.139938 -0.39 -0.27 -0.40
C 5.712799 31.090784 -40.561145 -1.20 0.78 -0.16
O 6.461227 30.398687 -41.527391 0.97 0.11 0.32
C 7.290211 31.237252 -42.335856 -1.00 -1.47 -0.83
H 0.556809 29.012984 -44.925108 0.18 1.18 0.33
H 0.560861 27.506621 -44.262763 0.81 -0.73 -0.03
H 1.983805 28.128269 -45.317248 -0.36 -0.79 -0.35
H 1.961966 30.616723 -43.819639 0.22 0.45 -0.22
H 3.545842 29.893190 -44.197574 0.01 -0.49 -0.47
H 2.330799 30.700306 -41.622745 -0.26 -0.29 0.34
H 3.747095 31.243368 -42.346576 0.38 0.42 -0.26
H 4.801244 29.355983 -41.832503 0.24 -1.23 -0.07
H 4.784032 29.564832 -39.314091 0.20 -0.36 -0.26
H 3.666645 30.786973 -39.735640 0.22 0.55 0.03
H 6.249321 31.470361 -39.691566 0.53 -0.44 0.17
H 5.391712 31.999057 -41.071079 -0.51 0.29 0.08
H 7.346826 30.672636 -43.266505 0.60 -0.17 -0.08
H 8.294694 31.375278 -41.935786 -0.21 0.45 0.17
H 6.728276 32.106698 -42.677038 0.31 0.62 0.64
C 5.146019 23.528580 -50.663563 0.99 0.16 1.93
O 5.450822 22.227856 -51.133995 -1.02 -2.50 -0.97
C 4.602180 21.152903 -50.640447 0.98 1.57 -0.02
C 5.120134 19.748425 -51.011116 0.27 -0.92 -1.47
N 4.560719 19.491618 -52.374561 1.51 2.98 1.34
C 5.110329 20.380540 -53.390195 -0.40 -2.29 -1.96
C 4.342087 20.043904 -54.680860 -1.49 0.23 -0.15
O 2.929717 19.970668 -54.355576 1.51 -1.09 -0.87
C 2.249428 21.124497 -53.938300 -0.37 0.44 -1.26
H 5.719574 24.259203 -51.233927 -0.19 -0.27 -0.18
H 5.580629 23.442378 -49.667678 0.02 0.99 0.40
H 4.123593 23.855389 -50.473949 -0.34 -0.56 -0.78
H 3.599967 21.363273 -51.013829 -0.37 -0.39 0.03
H 4.521479 21.149238 -49.553452 0.12 0.22 0.27
H 4.874948 18.955105 -50.304979 -0.70 0.34 -0.08
H 6.192678 19.614300 -51.151684 0.18 0.85 0.26
H 3.553053 19.509032 -52.441121 -0.78 -0.87 -0.24
H 6.164854 20.196447 -53.595575 0.14 0.20 0.69
H 4.911581 21.446656 -53.280695 0.02 0.26 1.10
H 4.569044 19.097305 -55.171314 0.12 -0.22 0.58
H 4.596154 20.786784 -55.436954 -0.36 0.43 0.06
H 2.553536 21.995314 -54.519065 0.78 0.42 0.60
H 2.308201 21.176948 -52.851152 -0.37 0.78 -0.05
H 1.240189 21.049669 -54.343172 -0.39 -0.43 0.81
C 4.898268 28.971718 -60.718178 0.05 0.77 -1.38
O 5.388595 28.908588 -59.412722 -0.39 -1.31 -0.65
C 5.487753 27.527803 -59.025223 0.28 0.99 1.65
C 5.986293 27.665963 -57.560134 0.56 -1.54 -0.48
N 6.478621 26.340893 -57.040291 -1.21 1.63 -2.05
C 5.406360 25.415149 -56.701923 1.72 0.10 2.37
C 4.726636 25.768288 -55.363103 -0.15 -0.02 -0.82
O 4.376527 24.541449 -54.740964 -0.75 0.20 0.13
C 3.532803 24.778378 -53.620991 -0.11 0.13 -0.02
H 5.589626 28.667691 -61.504111 0.77 -0.46 0.24
H 4.724733 30.007957 -61.008339 -0.45 0.09 0.46
H 4.027653 28.350131 -60.927318 -0.45 0.13 0.50
H 6.174771 26.952839 -59.646127 0.31 0.18 -0.02
H 4.523029 27.021796 -59.062148 -0.31 0.15 -0.15
H 5.184953 28.082278 -56.949690 -0.18 0.01 0.09
H 6.738655 28.449632 -57.649132 0.42 -0.39 0.45
H 7.280558 26.333707 -56.426334 -0.44 0.16 0.09
H 5.983509 24.517671 -56.479343 -0.58 -0.63 -0.31
H 4.597406 25.241688 -57.411563 0.63 0.13 -0.54
H 3.897311 26.423943 -55.628531 -0.90 -0.33 0.34
H 5.306612 26.420352 -54.710001 0.69 -0.30 0.19
H 3.099551 23.877539 -53.186388 0.56 -0.39 -0.18
H 2.639743 25.338011 -53.899117 0.12 0.39 -0.07
H 4.119772 25.302542 -52.866791 -0.26 0.20 0.25
C 1.471493 24.869423 -38.640717 -0.69 0.09 0.84
O 1.572561 25.160412 -40.004363 0.51 -1.67 -0.41
C 1.458730 23.926010 -40.744562 0.27 1.09 -1.69
C 1.272201 24.270448 -42.237195 0.74 0.52 -0.38
N 2.375104 25.029988 -42.889186 -0.19 -1.21 0.88
C 3.671223 24.316628 -42.871486 -0.45 1.92 0.55
C 4.689756 25.307238 -43.433292 1.44 0.17 -1.28
O 4.584760 26.643454 -43.030141 -0.21 1.77 0.74
C 5.545308 27.473195 -43.714008 0.43 -1.52 1.26
H 0.449057 24.529749 -38.475346 -0.37 0.32 0.55
H 1.749066 25.725200 -38.025342 -0.43 0.35 -0.34
H 2.061375 24.072316 -38.188214 0.72 -0.47 -0.80
H 0.589471 23.316627 -40.497312 -0.23 0.14 0.60
H 2.346540 23.304347 -40.628676 0.18 0.00 0.35
H 0.345690 24.836864 -42.331281 0.08 0.33 0.04
H 1.126182 23.404236 -42.882532 -0.29 -0.93 0.56
H 2.119775 25.049517 -43.866184 -0.07 0.58 -0.20
H 3.687659 23.363663 -43.400350 0.06 -0.13 -0.52
H 3.972921 24.070403 -41.853427 -0.18 0.23 0.22
H 4.720008 25.401489 -44.518781 -0.64 -0.90 -0.52
H 5.706815 24.984678 -43.210486 0.35 -0.50 0.34
H 6.527948 27.151702 -43.368801 0.58 -0.82 -0.62
H 5.694505 28.489289 -43.348782 -1.53 0.26 -0.12
H 5.435394 27.368610 -44.793394 0.07 0.29 -0.10
C 0.874206 29.293159 -48.892598 -0.68 -0.70 -0.66
O 0.341976 29.267922 -47.579159 -0.26 -0.09 -0.01
C -1.032943 28.846345 -47.437866 0.38 0.32 -1.16
C -1.292340 27.283013 -47.625379 0.38 2.81 -0.62
N -2.709743 27.095200 -47.581073 -0.83 1.82 0.89
C -3.291110 25.806816 -47.716726 -0.17 -0.86 0.71
C -4.832447 25.850268 -47.391572 1.15 -0.30 -0.17
O -5.103565 25.629431 -45.998371 1.15 0.59 -1.03
C -6.437397 25.861894 -45.699218 -0.88 -0.73 0.87
H 1.526810 30.133416 -49.129583 0.14 0.10 0.81
H 0.110089 29.353511 -49.667573 -0.60 0.14 0.07
H 1.384201 28.364086 -49.147235 0.37 -0.14 0.29
H -1.627295 29.406130 -48.160003 -0.08 -0.32 -0.78
H -1.401199 29.366473 -46.553588 0.27 -0.94 0.84
H -0.576431 26.802796 -46.958305 -0.36 -0.76 0.20
H -1.067373 27.124171 -48.680009 0.83 -0.45 0.00
H -3.127742 27.590477 -46.806419 0.07 -0.04 0.26
H -2.752824 25.152805 -47.030719 -0.43 -0.76 0.29
H -3.003595 25.465229 -48.711089 -0.66 -0.32 -0.25
H -5.434818 25.111411 -47.920091 0.29 -0.21 -0.42
H -5.158306 26.831510 -47.736650 -0.26 0.29 0.21
H -7.129578 25.497187 -46.458142 0.04 0.09 -0.46
H -6.695144 26.890166 -45.445599 0.23 0.28 -0.19
H -6.660823 25.239815 -44.832491 -0.01 0.16 0.24
C 3.103805 29.523897 -54.488423 -0.66 -1.35 -0.41
O 1.804551 29.367229 -53.899163 1.50 1.63 0.29
C 1.142661 28.150727 -54.168068 -0.07 1.43 1.09
C -0.037437 28.120550 -53.141785 -0.23 -1.21 -1.95
N -0.962677 27.082632 -53.631398 -0.71 1.27 0.08
C -2.284530 27.189562 -52.954156 1.21 -1.79 -1.10
C -2.207048 26.616491 -51.569589 -1.88 0.67 1.48
O -2.241853 25.218627 -51.440659 2.37 0.21 0.17
C -3.413197 24.521506 -51.299012 -0.65 -0.78 -1.08
H 3.859171 29.145390 -53.799764 0.23 0.41 0.14
H 3.334286 30.494877 -54.926817 -0.39 0.42 0.87
H 3.188045 28.895069 -55.374758 -0.14 -0.46 -0.23
H 1.852530 27.331358 -54.054797 -0.21 -0.38 -0.01
H 0.834278 28.294242 -55.203637 -0.67 -0.97 -0.04
H -0.585501 29.060379 -53.208512 0.29 0.17 0.02
H 0.209466 27.921262 -52.098998 0.77 0.30 0.01
H -0.576220 26.171161 -53.431504 0.00 -0.27 0.17
H -2.917069 26.544424 -53.563894 -0.52 0.01 0.14
H -2.727789 28.184974 -52.981903 0.46 0.13 0.02
H -3.062976 27.009629 -51.021022 -0.39 0.16 0.32
H -1.361075 26.998141 -50.997929 0.37 -0.20 -0.24
H -3.839406 24.394377 -52.294138 -0.84 0.24 -0.12
H -4.128778 24.931892 -50.586548 -0.06 0.21 0.03
H -3.158195 23.494272 -51.038486 0.15 0.05 0.49
C 8.294037 16.741688 -38.818711 -0.70 -1.64 0.51
O 7.110952 16.311989 -39.526341 1.14 1.10 -0.07
C 7.004063 17.129563 -40.702125 -0.51 -0.32 1.11
C 5.691590 16.739731 -41.410752 1.49 0.02 1.28
N 5.283749 17.718336 -42.350626 -0.93 0.42 -0.74
C 5.019774 19.072867 -41.849241 1.13 -1.18 -0.47
C 4.552365 19.939596 -42.942729 -0.28 0.89 -0.99
O 5.562712 20.144490 -43.977832 -1.45 0.07 -0.39
C 5.112381 20.954466 -45.114470 0.77 0.38 0.78
H 8.241057 16.315715 -37.816795 -0.06 -0.29 -0.03
H 8.393185 17.809438 -38.623328 -0.13 0.24 -0.72
H 9.138431 16.274215 -39.325232 0.40 0.53 0.02
H 7.877661 17.077064 -41.351862 0.22 -0.57 -0.25
H 7.054088 18.146770 -40.313680 -0.59 0.38 -0.31
H 4.970845 16.570147 -40.610842 -0.29 0.04 -0.16
H 5.894541 15.793022 -41.911402 -0.29 -0.11 -0.08
H 6.018980 17.781214 -43.040253 -0.10 0.22 -0.40
H 5.952175 19.473053 -41.451031 -0.20 0.46 0.53
H 4.192670 19.113744 -41.140494 0.28 -0.44 0.42
H 4.214560 20.821581 -42.398597 0.43 0.99 -0.57
H 3.614250 19.524780 -43.311474 0.10 -0.25 -0.73
H 5.253128 22.004316 -44.857354 -0.73 0.13 0.25
H 4.126270 20.737337 -45.525010 -0.35 -0.10 0.69
H 5.751584 20.902254 -45.995832 0.63 -0.91 0.30
C 1.161015 18.974369 -50.901990 0.48 0.85 -0.06
O 1.608309 19.245534 -49.561156 -0.22 -0.83 -0.50
C 2.352219 18.178349 -49.016019 1.18 0.21 1.36
C 2.809962 18.454352 -47.525103 -0.20 -1.05 -0.30
N 3.065515 17.190046 -46.832788 -0.24 -1.26 -0.89
C 3.637223 17.300328 -45.505063 -0.52 -0.96 0.00
C 4.116509 15.896946 -45.032534 -0.72 0.00 -1.55
O 5.301898 15.458086 -45.812413 -0.84 -0.37 0.59
C 5.155237 14.466856 -46.901459 -0.12 1.42 1.47
H 1.785553 19.533425 -51.598772 0.20 0.61 -0.11
H 0.155125 19.369894 -51.042857 -0.01 -0.27 0.18
H 1.297249 17.973465 -51.311547 -0.40 -0.53 0.86
H 3.273460 18.024616 -49.577965 0.27 -0.05 -0.43
H 1.842235 17.216232 -49.064635 -0.45 0.06 0.22
H 2.003957 18.982441 -47.015610 0.05 0.14 0.07
H 3.764597 18.959399 -47.377827 -0.09 1.18 -0.83
H 3.750343 16.630407 -47.320546 -0.08 0.18 -0.78
H 2.743302 17.602037 -44.959183 0.63 0.36 1.09
H 4.479065 17.992547 -45.490021 0.02 0.39 0.45
H 3.277443 15.220627 -45.195792 -0.04 -0.27 -0.51
H 4.186832 15.864280 -43.945288 1.22 0.20 -0.11
H 4.682227 13.529057 -46.610068 -0.20 0.13 0.31
H 6.179858 14.239627 -47.195776 -0.15 0.19 -0.17
H 4.576237 14.950093 -47.688450 0.14 -0.40 -0.34
C -4.492717 19.804839 -55.027596 -0.23 0.94 0.19
C -3.053787 20.379136 -54.953623 -1.93 -0.67 0.98
C -2.905831 21.878477 -54.739394 0.64 0.36 -2.22
O -1.517214 22.171071 -55.051741 -0.07 1.16 0.41
C -1.210266 23.576601 -55.069188 -0.26 0.62 -0.73
N -2.446834 19.763642 -53.775967 1.53 -0.63 -0.79
H -4.508607 18.725671 -54.875095 0.34 0.15 0.50
H -5.074562 19.916019 -55.942576 0.39 0.59 -0.30
H -5.035097 20.344678 -54.251381 -0.48 -0.47 0.24
H -2.616238 20.080973 -55.906379 0.87 0.12 0.35
H -3.097914 22.278928 -53.743991 -0.46 -0.36 0.11
H -3.532581 22.329983 -55.508438 -0.18 0.77 0.09
H -1.756465 24.143478 -55.823109 -0.51 -0.49 -0.61
H -0.177221 23.784496 -55.347936 0.22 -0.75 0.21
H -1.407228 24.216281 -54.208891 -0.08 -0.93 0.95
H -1.551959 20.226518 -53.846923 0.92 -0.44 0.64
H -2.805787 20.175808 -52.926633 -0.59 0.06 0.09
C -2.295809 17.882886 -48.875371 1.39 -0.34 -0.04
C -2.279960 18.766210 -47.626320 -1.71 0.43 -0.10
C -1.638137 20.223915 -47.829580 -1.06 -2.28 -1.06
O -1.732143 20.966670 -46.678433 -0.81 0.96 1.43
C -1.117073 22.282609 -46.681875 0.02 -1.67 0.36
N -3.744369 18.793307 -47.283026 1.55 0.68 0.52
H -3.130543 18.057139 -49.554309 0.22 0.92 -0.13
H -2.458750 16.816526 -48.719050 0.27 -0.03 0.85
H -1.323337 17.963640 -49.361041 -0.08 0.01 -0.59
H -1.831588 18.337124 -46.730248 0.49 -0.34 -0.30
H -2.241341 20.682336 -48.613221 0.20 0.24 -0.53
H -0.626360 20.022901 -48.181714 0.39 0.47 -0.05
H -0.072736 21.971486 -46.707781 0.35 1.17 -0.28
H -1.351564 22.796567 -45.749683 -0.03 -0.43 0.19
H -1.454410 22.960798 -47.465675 0.19 -0.42 -0.45
H -3.702096 19.453990 -46.520263 -0.99 0.32 0.42
H -4.162902 19.272721 -48.067301 -0.48 0.25 -0.04
```
Forces are in eV/Å.

## Properties
* 2S+1: 2
* E: -133317.0009 eV
* expectation value of S²: 0.755